--- a ---
# C2H2Cl2F2O4S2

A molecular structure, C2H2Cl2F2O4S2 (wB97M-V/def2-TZVPD, the Open Molecules 2025 dataset).

Structure (ORCA input):
```
! RIJCOSX wB97M-V def2-TZVPD def2/J DEFGRID3
* xyz 0 1
C 1.977 -0.073 0.388
C -2.966 -0.547 0.591
O 0.123 -1.919 1.229
O -0.187 -0.762 -0.961
O -4.491 1.396 1.529
O -0.550 0.415 1.109
F 1.986 1.121 -0.151
F 2.276 -0.005 1.685
S 0.209 -0.687 0.464
S -4.632 0.194 0.782
Cl -2.765 -2.220 0.392
Cl -3.357 0.246 -1.035
H 2.695 -0.751 -0.319
H -1.792 -0.157 1.110
*
```

These are the Löwdin partial charges, in e, on atoms 1 to 5: -0.464, -1.197, -0.342, -0.379, -0.418

=====

--- b ---
# C2H2Cl2F2O4S2

C2H2Cl2F2O4S2 in the gas phase (wB97M-V/def2-TZVPD, the Open Molecules 2025 dataset).

Structure (ORCA input):
```
! RIJCOSX wB97M-V def2-TZVPD def2/J DEFGRID3
* xyz 0 1
C -2.092 -0.431 -0.283
C 1.958 -0.754 1.033
O -1.757 2.161 0.208
O -1.821 1.466 -2.161
O 2.918 1.347 -0.270
O 0.147 0.779 -0.704
F -1.729 -1.300 -1.232
F -1.424 -0.747 0.838
S -1.432 1.229 -0.818
S 2.186 0.179 -0.588
Cl 1.491 -2.389 0.552
Cl 3.533 -0.728 1.849
H -3.170 -0.494 -0.099
H 1.192 -0.318 1.674
*
```

These are the Löwdin partial charges, in e, on atoms 1 to 5: -0.421, -1.265, -0.269, -0.259, -0.391

=====

Most stable: b

=====

--- a ---
# C21H21N5OS

A molecular structure, C21H21N5OS (wB97M-V/def2-TZVPD, the Open Molecules 2025 dataset).

Structure (ORCA input):
```
! RIJCOSX wB97M-V def2-TZVPD def2/J DEFGRID3
* xyz 0 1
C 0.060 0.429 -6.164
C 0.618 0.727 -4.964
C -0.088 0.911 -3.618
N 0.587 0.265 -2.682
C 1.013 0.940 -1.623
N 1.767 -0.130 -0.914
N 1.774 -1.277 -1.602
C 0.809 -1.123 -2.664
C 0.541 -2.178 -3.661
C -0.573 -2.167 -4.277
C -0.771 -3.467 -5.201
N 0.043 -4.298 -5.525
C 1.212 -3.949 -4.796
C 1.591 -3.243 -3.777
H 2.388 -3.115 -3.317
H 2.126 -4.953 -5.017
H -1.587 -3.194 -5.766
H -1.262 -1.482 -4.168
S 0.907 2.358 -1.026
C 1.065 2.058 0.651
H 1.812 1.657 0.864
C -0.103 1.091 0.895
O -1.061 0.888 0.149
N -0.135 0.640 2.183
C 0.382 0.854 3.262
C -0.024 1.083 4.702
C -1.316 1.000 4.771
C -1.965 0.809 6.157
C -0.982 1.303 7.092
C 0.317 1.593 7.001
C 0.714 1.351 5.735
H 1.727 1.673 5.492
H 0.875 1.811 7.844
H -1.532 1.521 8.084
H -2.925 0.798 6.181
C -2.230 0.238 3.746
C -1.527 -0.156 2.548
H -1.685 -0.454 1.696
H -0.896 -1.174 2.897
H -2.905 -0.458 3.908
H -2.564 1.373 3.335
H 1.435 1.741 2.997
H 1.431 0.150 3.185
H 0.930 3.226 1.036
H 0.001 1.934 -3.634
H -1.105 0.812 -3.694
H 1.774 0.815 -5.029
H 0.553 0.426 -7.062
H -1.217 0.345 -6.231
*
```

These are the Löwdin partial charges, in e, on atoms 1 to 5: -0.004, -0.141, -0.218, -0.060, -0.653

=====

--- b ---
# C21H21N5OS

A molecular structure, C21H21N5OS (wB97M-V/def2-TZVPD, the Open Molecules 2025 dataset).

Structure (ORCA input):
```
! RIJCOSX wB97M-V def2-TZVPD def2/J DEFGRID3
* xyz 0 1
N 0.310 -3.663 -3.665
N 3.775 1.323 1.151
N 3.017 1.124 2.185
O -1.120 -0.149 5.096
S 0.832 -2.466 -2.623
C -0.469 -3.109 -4.529
C -1.687 -0.978 -5.236
C -2.013 0.371 -4.859
C -0.709 0.314 -0.653
C -0.052 -1.191 -3.428
C -0.674 -1.710 -4.515
C -0.429 0.087 -3.045
C 0.136 0.413 -1.745
C -1.428 0.878 -3.664
C 3.291 1.378 -0.130
C 1.717 0.951 2.080
C 1.405 0.945 -1.674
C -0.246 0.572 0.685
C 1.900 1.157 -0.374
C 1.130 0.995 0.801
N -1.161 -3.923 -5.478
N 0.996 0.776 3.296
C -2.149 2.012 -2.911
C -1.245 1.070 4.278
C 0.117 1.729 3.902
C 2.000 -0.222 5.236
C -0.236 -1.099 4.418
C 1.113 -0.496 4.002
H -2.227 -1.522 -6.060
H -2.837 0.817 -5.303
H -1.737 -0.139 -0.901
H 3.922 1.714 -0.998
H 2.066 0.959 -2.541
H -0.942 0.388 1.489
H -2.005 -3.449 -5.761
H -1.381 -4.920 -5.132
H -3.132 1.796 -2.703
H -2.279 2.961 -3.421
H -1.716 2.236 -1.944
H -1.674 0.719 3.336
H -1.899 1.749 4.748
H -0.007 2.545 3.225
H 0.374 2.214 4.891
H 2.973 0.062 4.968
H 2.216 -1.153 5.869
H 1.404 0.492 5.785
H -0.774 -1.412 3.466
H -0.091 -1.988 5.098
H 1.626 -1.157 3.286
*
```

These are the Löwdin partial charges, in e, on atoms 1 to 5: -0.233, 0.008, 0.075, -0.149, 1.019

=====

Most stable: b

=====

--- a ---
# C4H12N2O3

2 unconnected molecules or ions with the total composition C4H12N2O3 (wB97M-V/def2-TZVPD, the Open Molecules 2025 dataset).

Values from the calculation:
Structure (SMILES) = CO[C@@](C)(O)NN.C=O

Structure (ORCA input):
```
! RIJCOSX wB97M-V def2-TZVPD def2/J DEFGRID3
* xyz 0 1
C 1.226 1.510 -0.376
O 0.136 0.624 -0.477
C 0.133 -0.609 0.562
C 1.469 -1.327 0.476
O -0.046 -0.105 1.807
N -0.947 -1.422 0.148
N -0.942 -1.897 -1.186
H 0.999 2.394 -0.973
H 2.136 1.058 -0.783
H 1.400 1.799 0.666
H 2.230 -0.724 0.960
H 1.378 -2.271 1.008
H 1.742 -1.513 -0.559
H -0.934 0.328 1.847
H -1.842 -0.980 0.339
H -0.607 -1.168 -1.817
H -0.319 -2.696 -1.242
C -1.745 1.715 -0.113
O -2.234 1.156 0.853
H -1.178 2.652 -0.001
H -2.054 1.478 -1.140
*
```

These are the Löwdin partial charges, in e, on atoms 1 to 5: -0.125, -0.239, -0.578, 0.009, 0.059

=====

--- b ---
# C4H12N2O3

2 unconnected molecules or ions with the total composition C4H12N2O3 (wB97M-V/def2-TZVPD, the Open Molecules 2025 dataset).

Values from the calculation:
Structure (SMILES) = NCC[C@@H](N)C(=O)O.O

Structure (ORCA input):
```
! RIJCOSX wB97M-V def2-TZVPD def2/J DEFGRID3
* xyz 0 1
N 2.369 0.609 -0.750
C 2.146 -0.504 0.183
C 0.821 -1.207 -0.060
C -0.374 -0.251 -0.206
N -1.370 -0.764 -1.172
C -1.054 -0.151 1.161
O -0.420 0.014 2.180
O -2.384 -0.300 1.185
H 2.536 1.476 -0.268
H 3.000 0.420 -1.517
H 2.969 -1.220 0.144
H 2.201 -0.080 1.185
H 0.892 -1.799 -0.972
H 0.592 -1.906 0.742
H -0.033 0.721 -0.540
H -1.158 -1.694 -1.500
H -1.533 -0.159 -1.967
H -2.623 -0.555 0.266
O -2.289 2.796 0.568
H -1.408 2.446 0.446
H -2.883 2.109 0.892
*
```

These are the Löwdin partial charges, in e, on atoms 1 to 5: -0.002, -0.262, -0.150, -0.284, 0.045

=====

Most stable: b

=====

--- a ---
# C3H12NO2

2 unconnected molecules or ions with the total composition C3H12NO2 (wB97M-V/def2-TZVPD, the Open Molecules 2025 dataset).

Structure (ORCA input):
```
! RIJCOSX wB97M-V def2-TZVPD def2/J DEFGRID3
* xyz 1 1
C 0.513 -0.814 -1.623
O 1.914 -0.856 -1.271
C -0.237 0.013 -0.583
C -1.688 -0.270 -0.288
N 0.524 0.038 0.813
H 0.326 -0.543 -2.642
H 0.236 -1.886 -1.521
H 2.235 -1.721 -1.562
H 0.007 1.075 -0.889
H -1.902 -1.159 0.292
H -2.204 -0.505 -1.229
H -2.217 0.578 0.196
H 0.962 -0.891 0.646
H 1.287 0.688 0.942
H -0.174 0.121 1.565
H -0.885 1.612 3.275
H -1.446 2.405 2.152
O -0.873 1.640 2.307
*
```

These are the Löwdin partial charges, in e, on atoms 1 to 5: -0.184, -0.067, -0.281, -0.042, 0.191

=====

--- b ---
# C3H12NO2

2 unconnected molecules or ions with the total composition C3H12NO2 (wB97M-V/def2-TZVPD, the Open Molecules 2025 dataset).

Structure (ORCA input):
```
! RIJCOSX wB97M-V def2-TZVPD def2/J DEFGRID3
* xyz 1 1
C -0.622 1.408 -0.024
C 0.461 1.205 -1.074
C 1.613 0.226 -0.744
O 1.083 -0.979 -0.232
N -1.342 0.145 0.350
H -1.381 2.096 -0.362
H -0.161 1.765 0.888
H 0.000 0.841 -1.982
H 0.951 2.150 -1.278
H 2.119 0.059 -1.690
H 2.264 0.733 -0.028
H 1.788 -1.592 -0.029
H -1.558 -0.346 -0.525
H -2.203 0.276 0.863
H -0.823 -0.598 0.875
H -1.307 -2.904 1.363
H 0.019 -2.360 1.870
O -0.900 -2.123 1.759
*
```

These are the Löwdin partial charges, in e, on atoms 1 to 5: -0.128, -0.148, -0.227, -0.072, 0.163

=====

Most stable: b

=====

--- a ---
# C5H30N2O11

11 unconnected molecules or ions with the total composition C5H30N2O11 (wB97M-V/def2-TZVPD, the Open Molecules 2025 dataset).

Values from the calculation:
Structure (SMILES) = C=C(N)C[C@H](N)C=O.O.O.O.O.O.O.O.O.O.O

Structure (ORCA input):
```
! RIJCOSX wB97M-V def2-TZVPD def2/J DEFGRID3
* xyz 0 1
C -1.319 -0.547 -2.314
C -1.188 -0.617 -0.988
N -2.143 -1.314 -0.213
C -0.091 0.044 -0.201
C 0.165 1.523 -0.526
N 1.599 1.822 -0.429
C -0.589 2.438 0.428
O -0.150 3.514 0.750
H -0.636 -0.004 -2.945
H -2.038 -1.081 -2.927
H -1.776 -1.725 0.640
H -2.711 -1.989 -0.705
H 0.833 -0.506 -0.345
H -0.298 -0.053 0.877
H -0.159 1.714 -1.558
H 1.776 2.819 -0.342
H 2.090 1.522 -1.265
H -1.576 2.096 0.775
O 0.029 1.538 2.793
H -0.045 2.390 3.213
H -0.649 0.927 3.183
O 0.931 0.672 -4.135
H 1.676 0.198 -3.705
H 1.328 1.165 -4.842
O -2.790 2.082 -2.258
H -2.736 1.466 -1.507
H -2.029 1.848 -2.792
O -0.351 -2.506 2.588
H -0.227 -3.326 3.087
H 0.519 -2.305 2.157
O -3.509 0.412 1.458
H -4.455 0.444 1.469
H -3.253 -0.356 0.897
O 2.127 -2.008 1.511
H 2.225 -0.986 1.698
H 2.852 -2.415 2.030
O 2.420 0.495 1.957
H 1.616 0.847 2.415
H 2.399 0.983 1.091
O -1.913 -0.173 3.672
H -2.520 0.074 2.929
H -1.479 -1.002 3.416
O 2.470 -2.527 -1.173
H 2.377 -2.337 -0.200
H 1.613 -2.905 -1.430
O 2.984 -0.465 -2.838
H 2.767 -1.174 -2.178
H 3.839 -0.714 -3.213
*
```

These are the Löwdin partial charges, in e, on atoms 1 to 5: 0.034, -0.377, 0.070, -0.096, -0.310

=====

--- b ---
# C5H30N2O11

11 unconnected molecules or ions with the total composition C5H30N2O11 (wB97M-V/def2-TZVPD, the Open Molecules 2025 dataset).

Values from the calculation:
Structure (SMILES) = C=NCC[C@@H](N)C=O.O.O.O.O.O.O.O.O.O.O

Structure (ORCA input):
```
! RIJCOSX wB97M-V def2-TZVPD def2/J DEFGRID3
* xyz 0 1
C -1.362 0.388 2.965
N -0.810 -0.383 2.138
C -0.842 -0.112 0.709
C 0.217 0.881 0.281
C 1.695 0.243 0.419
N 1.792 -1.202 0.758
C 2.542 0.549 -0.817
O 2.083 1.168 -1.742
H -1.743 1.395 2.719
H -1.080 0.304 4.030
H -0.820 -1.032 0.179
H -1.819 0.342 0.358
H -0.084 1.003 -0.770
H 0.330 1.657 1.030
H 2.185 0.850 1.185
H 1.266 -1.682 0.033
H 1.518 -1.283 1.717
H 3.583 0.207 -0.757
O -2.738 0.158 -2.085
H -3.638 0.454 -1.919
H -2.327 0.921 -2.539
O 3.136 -0.967 3.626
H 3.277 -1.574 2.895
H 2.312 -1.262 4.104
O 0.413 -1.843 4.116
H -0.004 -1.730 3.242
H -0.027 -2.530 4.616
O -3.262 -2.558 -1.868
H -2.506 -1.970 -1.881
H -3.355 -3.110 -1.091
O -2.005 2.994 -2.567
H -2.324 2.850 -1.680
H -1.060 2.993 -2.669
O 0.320 0.215 -3.810
H 0.887 0.606 -3.137
H 0.444 -0.740 -3.794
O 0.653 3.747 -2.102
H 0.994 3.522 -1.217
H 1.462 4.042 -2.531
O 1.178 3.737 1.170
H 0.667 4.448 1.576
H 1.997 3.696 1.672
O -0.781 -4.251 0.290
H -0.044 -4.137 0.894
H -0.706 -3.522 -0.335
O -0.322 -2.429 -2.213
H -0.909 -1.759 -2.578
H -0.384 -3.295 -2.618
*
```

These are the Löwdin partial charges, in e, on atoms 1 to 5: -0.027, -0.044, -0.245, -0.108, -0.295

=====

Most stable: a

=====

--- a ---
# C5H10N4

C5H10N4 in the gas phase (wB97M-V/def2-TZVPD, the Open Molecules 2025 dataset).

Values from the calculation:
Structure (SMILES) = [H]/N=C1/N[C@H]2CN[C@@H]2[C@@H]1N

Structure (ORCA input):
```
! RIJCOSX wB97M-V def2-TZVPD def2/J DEFGRID3
* xyz 0 1
H -1.100 -2.079 -1.999
N -1.118 -1.116 -2.235
C -0.878 -0.484 -1.145
N -0.698 0.972 -1.071
C 0.306 1.099 0.045
C 0.748 1.880 1.366
N 0.680 0.580 1.939
C -0.311 0.128 0.934
C -0.308 -1.121 0.140
N 1.036 -1.627 -0.139
H -0.574 1.356 -1.960
H 1.385 0.720 -0.208
H 0.283 2.827 2.028
H 1.896 2.097 1.426
H 1.529 -0.208 2.065
H -1.273 0.640 0.981
H -1.107 -1.815 0.590
H 1.461 -2.014 0.666
H 0.860 -2.201 -1.091
*
```

These are the Löwdin partial charges, in e, on atoms 1 to 5: 0.017, 0.132, -0.343, 0.094, -0.270

=====

--- b ---
# C5H10N4

C5H10N4 in the gas phase (wB97M-V/def2-TZVPD, the Open Molecules 2025 dataset).

Values from the calculation:
Structure (SMILES) = [H]/N=C(/N)C(=C)N(N)C=C

Structure (ORCA input):
```
! RIJCOSX wB97M-V def2-TZVPD def2/J DEFGRID3
* xyz 0 1
H 2.336 1.548 0.074
N 2.493 0.917 0.863
C 1.407 0.307 1.179
N 1.437 -0.639 2.156
C -0.070 0.632 0.333
C -0.844 1.446 1.045
N -0.144 -0.229 -0.695
N 0.864 -0.394 -1.628
C -1.643 -0.374 -1.268
C -2.178 -1.493 -1.754
H 2.245 -0.602 2.767
H 0.559 -0.913 2.572
H -0.477 1.903 1.957
H -1.831 1.727 0.697
H 1.637 -0.914 -1.217
H 1.238 0.492 -1.961
H -2.223 0.546 -1.263
H -1.598 -2.413 -1.756
H -3.207 -1.548 -2.100
*
```

These are the Löwdin partial charges, in e, on atoms 1 to 5: 0.029, 0.076, -0.438, 0.108, -0.285

=====

Most stable: b